{
  "formula": "C23H32BF7NO7S",
  "method": "ωB97M-V/def2-TZVPD",
  "gap_ev": 9.026,
  "charge": 1,
  "lumo_ev": -2.7,
  "e_homo_ev": -11.72,
  "species": ["C", "C", "B", "O", "C", "S", "O", "O", "C", "F", "F", "C", "F", "F", "C", "F", "F", "F", "C", "C", "N", "C", "C", "C", "O", "C", "C", "O", "C", "C", "C", "C", "O", "O", "H", "H", "H", "H", "H", "H", "H", "H", "H", "H", "H", "H", "H", "H", "H", "H", "H", "H", "H", "H", "H", "H", "H", "H", "H", "H", "C", "C", "C", "C", "C", "C", "H", "H", "H", "H", "H", "H"],
  "positions_angstrom": [[1.434, 0.882, 2.419], [1.852, 0.800, 0.928], [1.777, -0.707, 0.468], [2.454, -1.595, 1.210], [0.888, -1.182, -0.800], [1.650, -2.268, -1.983], [0.685, -2.537, -3.006], [2.127, -3.410, -1.263], [3.127, -1.484, -2.827], [4.020, -2.486, -2.971], [2.739, -1.083, -4.048], [3.825, -0.356, -2.051], [2.949, 0.637, -1.789], [4.288, -0.876, -0.903], [5.032, 0.291, -2.805], [5.469, 1.283, -1.997], [6.022, -0.578, -2.983], [4.636, 0.831, -3.960], [-0.114, -2.198, -0.091], [-1.267, -1.297, 0.401], [-1.028, 0.075, -0.178], [-2.248, 0.927, -0.380], [-1.914, 2.380, -0.052], [-2.616, 3.415, -0.951], [-1.782, 4.553, -1.127], [-1.636, 5.295, 0.027], [-0.270, 5.378, 0.627], [-2.578, 5.875, 0.518], [-0.159, -0.206, -1.338], [0.204, 0.907, -2.316], [-0.876, 1.198, -3.380], [-0.329, 0.964, -4.768], [0.411, 0.061, -5.041], [-0.752, 1.876, -5.707], [1.030, 1.851, 2.670], [0.686, 0.120, 2.633], [2.284, 0.647, 3.038], [1.223, 1.439, 0.315], [2.879, 1.120, 0.791], [2.392, -2.501, 0.881], [-0.549, -2.898, -0.790], [0.260, -2.701, 0.784], [-1.363, -1.263, 1.476], [-2.213, -1.646, 0.011], [-0.569, 0.553, 0.599], [-2.975, 0.576, 0.339], [-2.681, 0.781, -1.358], [-2.204, 2.572, 0.977], [-0.851, 2.582, -0.107], [-3.561, 3.722, -0.525], [-2.729, 3.000, -1.942], [0.078, 6.401, 0.597], [-0.307, 5.099, 1.668], [0.469, 4.789, 0.098], [-0.781, -0.873, -1.939], [0.441, 1.842, -1.827], [1.053, 0.548, -2.874], [-1.695, 0.493, -3.295], [-1.243, 2.213, -3.340], [-1.451, 1.448, -6.210], [-2.768, -4.693, 4.125], [-2.710, -4.915, 5.493], [-2.077, -3.998, 6.321], [-1.506, -2.853, 5.783], [-1.566, -2.630, 4.416], [-2.194, -3.551, 3.588], [-3.259, -5.409, 3.480], [-3.159, -5.804, 5.915], [-2.029, -4.175, 7.386], [-1.016, -2.138, 6.429], [-1.120, -1.733, 3.998], [-2.237, -3.379, 2.517]]
}